Model A:
10
Properties=species:S:1:pos:R:3 method="wB97M-V/def2-TZVPD" spin_multiplicity=1 gap_ev=10.05 homo_ev=-9.8
C -0.147 0.667 -0.139
C 0.503 -0.524 -0.167
C 2.006 -0.721 -0.156
H -0.096 2.471 -0.014
H -2.549 -1.094 0.550
N -1.511 0.429 -0.019
N -1.529 -0.879 -0.035
N -0.460 -1.546 -0.086
N 3.202 -0.486 0.101
O 0.581 1.684 -0.034


Model B:
10
Properties=species:S:1:pos:R:3 method="wB97M-V/def2-TZVPD" spin_multiplicity=1 gap_ev=8.60 homo_ev=-9.7
C 0.618 -0.357 0.905
C 0.732 -0.943 -0.380
C -1.215 0.247 -0.580
H 1.465 -1.840 -0.583
H -2.371 -0.009 -0.653
N -0.208 -0.566 -1.182
N -1.044 1.427 -0.079
N 0.345 1.859 0.020
N 1.105 1.093 0.588
O 0.574 -0.911 1.946


Model C:
10
Properties=species:S:1:pos:R:3 method="wB97M-V/def2-TZVPD" spin_multiplicity=1 gap_ev=7.97 homo_ev=-9.8
C -0.294 -1.385 1.070
C -0.479 -0.064 0.170
C -0.080 -0.126 -1.209
H -0.016 -1.348 2.345
H -0.193 -0.944 -1.733
N 0.709 1.004 -1.559
N 0.906 2.074 -0.878
N 0.228 2.144 0.328
N -0.169 1.144 0.890
O -0.612 -2.500 0.575


Model D:
10
Properties=species:S:1:pos:R:3 method="wB97M-V/def2-TZVPD" spin_multiplicity=1 gap_ev=10.19 homo_ev=-9.5
C -1.968 -0.050 -0.190
C -0.147 0.691 0.216
C 1.929 0.202 -0.083
H -3.102 -0.223 -0.035
H 3.078 0.209 -0.050
N -1.379 1.112 0.068
N 1.186 1.218 -0.115
N -0.048 -0.660 0.138
N -1.084 -1.110 -0.054
O 1.302 -1.120 0.020


Which one sits at the top of the stability order? model A does.


Model A:
16
Properties=species:S:1:pos:R:3 method="wB97M-V/def2-TZVPD" s2=2.015 spin_multiplicity=3 gap_ev="6.54 / 6.37" homo_ev="-9.8 / -13.9" charge=+1
C -0.574 -0.511 -1.384
C -1.061 0.928 -1.159
C 0.830 0.751 0.040
C 1.159 0.700 2.094
N 0.461 -0.703 -0.304
O -0.291 1.395 -0.054
I 2.503 1.412 -1.208
H -1.356 -1.101 -1.037
H -0.272 -0.719 -2.455
H -0.842 1.571 -2.111
H -2.180 0.964 -1.145
H 0.185 0.659 2.337
H 1.637 1.592 2.390
H 1.735 -0.195 2.317
H 0.248 -1.032 0.656
H 1.188 -1.208 -0.861


Model B:
16
Properties=species:S:1:pos:R:3 method="wB97M-V/def2-TZVPD" s2=2.014 spin_multiplicity=3 gap_ev="8.07 / 5.65" homo_ev="-12.8 / -14.3" charge=+1
C 0.736 1.731 0.817
C -0.485 -1.825 0.385
C -0.439 -0.422 0.851
C 0.750 0.329 0.472
N -0.270 0.766 -1.702
O -0.090 2.484 0.428
I 2.528 -0.516 -0.091
H 1.488 1.957 1.489
H -1.087 -2.414 1.007
H 0.377 -2.459 0.589
H -0.664 -1.825 -0.640
H -0.479 -0.408 2.004
H -1.402 0.249 0.496
H 0.410 0.344 -2.231
H -0.174 1.718 -1.854
H -1.201 0.291 -2.019


Which one sits at the top of the stability order? model B does.


Model A:
14
Properties=species:S:1:pos:R:3 method="wB97M-V/def2-TZVPD" spin_multiplicity=1 gap_ev="6.74 / 7.07" homo_ev="-13.0 / -13.2" charge=+1
C -1.523 -1.023 -0.040
C 0.431 1.730 0.442
N -0.967 0.023 -0.243
N 0.099 0.564 -0.237
N 1.626 -1.042 -0.676
N -2.305 -1.920 -0.558
S 1.105 -2.410 -0.033
H -0.371 2.384 0.466
H 1.344 2.134 -0.061
H 0.651 1.436 1.525
H 2.180 -0.291 -0.203
H 1.137 -0.791 -1.480
H -2.708 -1.846 -1.457
H -2.780 -2.553 0.050


Model B:
14
Properties=species:S:1:pos:R:3 method="wB97M-V/def2-TZVPD" spin_multiplicity=1 gap_ev="8.14 / 6.89" homo_ev="-14.1 / -13.1" charge=+1
C -2.327 -0.527 0.205
C 0.896 -0.506 0.433
N -1.584 -1.569 0.198
N -1.985 0.611 -0.357
N 3.685 -0.225 -0.184
N -2.773 1.634 -0.170
S -0.037 -1.584 -0.270
H -3.361 -0.403 0.615
H 2.033 -0.226 0.414
H 4.068 0.345 -0.898
H 4.338 -0.615 0.488
H -3.700 1.521 0.396
H 3.296 -1.060 -0.631
H -2.550 2.604 -0.239


Which one sits at the top of the stability order? model A does.


Model A:
22
Properties=species:S:1:pos:R:3 method="wB97M-V/def2-TZVPD" spin_multiplicity=1 gap_ev=9.13 homo_ev=-8.7
C 1.503 2.542 -2.428
C 1.130 1.115 -2.820
C 0.880 0.215 -1.863
O 0.514 0.641 -0.612
C 0.820 -1.271 -1.903
H 1.624 3.093 -3.358
H 2.422 2.627 -1.847
H 0.716 3.155 -1.968
H 1.302 0.946 -3.873
H 0.445 1.594 -0.556
H 1.662 -1.773 -2.397
H 0.048 -1.584 -2.620
H 0.756 -1.695 -0.907
H -2.674 -0.082 4.097
H -3.245 0.527 2.889
O -3.325 -0.296 3.399
H -0.308 2.170 1.489
H -0.375 0.726 1.472
O -0.802 1.484 1.936
H -0.426 -4.202 4.026
H -1.655 -5.122 4.244
O -1.014 -4.814 3.599


Model B:
22
Properties=species:S:1:pos:R:3 method="wB97M-V/def2-TZVPD" spin_multiplicity=1 gap_ev=10.43 homo_ev=-9.9
C 0.905 2.291 2.305
C 0.394 2.928 3.576
C 1.184 2.530 4.805
C -1.114 2.589 3.755
O 2.066 2.243 2.007
H 0.125 1.904 1.614
H 0.395 4.017 3.436
H 2.254 2.461 4.598
H 0.840 1.558 5.154
H 1.103 3.194 5.672
H -1.674 3.012 2.928
H -1.358 2.823 4.785
H -1.283 1.508 3.663
H -3.961 -0.872 -5.156
H -4.510 -2.066 -4.417
O -4.083 -1.215 -4.265
H -0.013 -2.290 -6.104
H 0.351 -3.635 -5.402
O -0.047 -3.257 -6.194
H 2.076 -5.441 -3.651
H 1.592 -5.033 -2.260
O 1.491 -5.713 -2.934


Which one sits at the top of the stability order? model B does.


Model A:
22
Properties=species:S:1:pos:R:3 method="wB97M-V/def2-TZVPD" spin_multiplicity=1 gap_ev=8.88 homo_ev=-8.5
C 2.865 0.703 0.381
C 2.324 -0.219 -0.445
C 1.174 -1.028 -0.103
C 0.674 -1.936 -1.005
H 2.107 1.203 1.095
H 3.735 1.187 0.193
H 2.871 -0.510 -1.352
H 0.904 -0.972 0.936
H -0.218 -2.526 -0.724
H 0.785 -2.016 -2.063
H -3.037 1.768 -0.951
H -3.642 0.554 -0.344
O -3.055 1.235 -0.157
H -0.115 0.990 -2.262
H -1.232 0.277 -1.540
O -0.683 0.292 -2.449
H -1.661 -2.491 1.742
H -0.206 -1.920 1.850
O -1.200 -1.630 1.675
H -1.133 2.257 2.567
H -0.865 2.302 1.113
O -0.392 2.478 1.842


Model B:
22
Properties=species:S:1:pos:R:3 method="wB97M-V/def2-TZVPD" spin_multiplicity=1 gap_ev=4.11 homo_ev=-9.0
C 2.332 -0.734 0.107
C 1.887 0.723 0.214
C 1.050 1.097 -0.939
C -0.300 1.262 -0.979
H 2.778 -0.904 -0.876
H 2.952 -1.227 0.864
H 1.221 0.828 1.093
H 1.511 0.970 -1.927
H -0.764 1.935 -1.693
H 2.756 1.369 0.373
H -2.516 -0.241 -0.387
H -3.101 -1.318 -1.297
O -2.280 -1.010 -0.947
H 1.327 -1.269 0.124
H -0.658 -1.593 -0.420
O 0.086 -1.947 0.176
H -0.980 0.740 -0.284
H -3.275 0.927 1.044
O -2.598 1.014 0.363
H -0.113 -0.858 1.406
H -1.017 0.402 1.823
O -0.297 -0.166 2.161


Which one sits at the top of the stability order? model A does.


Model A:
28
Properties=species:S:1:pos:R:3 method="wB97M-V/def2-TZVPD" spin_multiplicity=1 gap_ev=8.05 homo_ev=-7.8
C 2.813 -1.553 0.096
C 1.530 -0.637 -0.385
C 1.640 0.807 -0.019
C 0.661 1.722 -0.159
C -0.805 0.067 -1.093
C -2.158 -0.273 -0.926
C -2.300 -0.139 0.672
C -1.088 -0.876 1.342
C -0.293 -1.903 0.550
C 0.156 -1.144 -0.668
H 2.398 -2.511 0.544
H 3.714 -0.968 0.619
H 3.294 -1.822 -0.945
H 2.659 1.169 0.467
H 1.394 3.253 0.915
H -0.484 3.145 0.655
H -0.658 0.199 -2.234
H -2.527 -1.431 -1.224
H -3.076 0.416 -1.425
H -3.317 -0.549 1.129
H -2.500 0.827 1.222
H -1.350 -1.316 2.239
H -0.331 0.036 1.630
H -1.000 -2.610 0.059
H 0.434 -2.280 1.143
H -0.044 -1.753 -1.583
N 0.610 3.027 0.431
N -0.545 1.227 -0.384


Model B:
28
Properties=species:S:1:pos:R:3 method="wB97M-V/def2-TZVPD" spin_multiplicity=1 gap_ev=8.72 homo_ev=-7.9
C 1.147 0.271 -1.479
C 2.299 0.196 -0.807
C 2.991 1.275 -0.036
C 4.139 0.570 0.728
C 3.964 -0.869 0.406
C 2.971 -1.040 -0.509
C -1.647 -1.270 1.244
C -2.234 -0.884 -0.090
C -4.022 0.821 0.834
C -4.152 0.886 -0.655
H 0.749 -0.613 -1.966
H 0.600 1.198 -1.665
H 2.298 1.764 0.654
H 3.389 2.074 -0.690
H 4.117 0.767 1.829
H 5.122 0.882 0.360
H 4.584 -1.626 0.866
H 2.674 -1.982 -0.983
H -2.389 -1.628 1.966
H -0.944 -2.078 0.990
H -1.117 -0.437 1.729
H -2.373 -1.044 -1.975
H -4.787 0.284 1.412
H -3.590 1.697 1.343
H -3.833 1.801 -1.181
H -4.989 0.334 -1.115
N -1.801 -1.428 -1.189
N -3.167 0.078 -0.018


Which one sits at the top of the stability order? model B does.